(1)
Formula: C4H6NO3
Source: the OMol25 dataset
Level of theory: wB97M-V/def2-TZVPD

Calculated values
- SMILES = CN(C=O)CC(=O)[O-]
- net charge = -1
- Kohn-Sham gap (Eh) = 0.302

Geometry as XYZ:
```
14
Properties=species:S:1:pos:R:3:forces:R:3
C 0.951416 -0.022443 1.424950 -0.5230 -0.4352 0.2336
N 0.585232 -0.320492 0.054667 -0.1401 0.4204 0.2886
C 1.161864 0.468910 -0.906787 0.0658 -0.5162 0.2037
O 2.065806 1.256403 -0.695965 0.1541 0.0245 -0.1427
C -0.795436 -0.752931 -0.149147 -0.1493 0.8157 -0.8639
C -1.705908 0.289219 -0.931297 0.4994 -0.0211 0.1411
O -1.201765 1.415557 -1.103142 -0.1628 0.0117 -0.0612
O -2.819011 -0.166895 -1.237163 -0.1359 -0.0255 -0.0211
H 0.834677 -0.927249 2.033596 0.2274 -0.0545 -0.1649
H 1.977872 0.321549 1.448617 0.0190 0.1773 0.1404
H 0.258697 0.696133 1.884846 0.2816 0.3057 -0.2059
H 0.831279 0.184828 -1.912256 -0.1189 0.2460 -0.0896
H -0.845214 -1.676161 -0.725033 -0.1355 -0.2507 0.4551
H -1.299509 -0.766428 0.814115 0.1182 -0.6982 0.0868
```
Positions in Å, forces in eV/Å.

Results of the Löwdin charge analysis, in e, for atoms 1 through 6: number 1, C, carries -0.08; number 2, N, carries -0.16; number 3, C, carries -0.37; number 4, O, carries -0.02; number 5, C, carries -0.10; number 6, C, carries -0.73



(2)
Formula: C37H49BClIrN8S4
Source: the OMol25 dataset
Level of theory: wB97M-V/def2-TZVPD

Calculated values
- multiplicity = 6
- expectation value of S² = 8.781
- net charge = +1
- Kohn-Sham gap (alpha / beta) (Eh) = 0.225 / 0.228

Geometry as XYZ:
```
101
Properties=species:S:1:pos:R:3:forces:R:3
Ir 0.670503 -0.018213 -0.262670 0.6471 0.2432 -0.8615
C 4.749418 -2.714438 2.188922 -0.0626 -0.0345 0.0148
C 4.419106 -2.096544 3.542240 0.0817 0.1451 -0.0747
C 5.178172 -0.779828 3.716259 -0.0010 -0.0594 -0.0377
C 4.816501 -3.102850 4.625962 -0.0786 0.0032 0.0150
N 2.960724 -1.774263 3.718235 -0.2142 0.0036 0.0309
C 2.493048 -1.475753 4.987872 0.0677 -0.0113 0.1496
C 1.208322 -1.116464 4.879129 -0.0971 0.0082 -0.0370
N 0.858889 -1.180750 3.548006 0.2276 -0.2233 0.2173
B -0.625033 -0.986544 3.176897 0.5353 0.9975 0.0726
N -1.070356 0.479667 3.474967 -0.1607 0.2166 -0.0221
C -2.159193 0.816050 4.242612 0.0500 -0.0852 0.0260
C -2.408893 2.126771 4.060790 -0.0729 0.1057 0.1100
N -1.473597 2.615464 3.165336 -0.0933 -0.3097 0.0388
C -0.674628 1.583121 2.793819 0.3634 -0.1256 -0.0311
S 0.714224 1.653825 1.744200 -0.1301 -0.0200 -0.1900
C -1.383018 4.046102 2.725964 0.1658 -0.0199 -0.1770
C -1.504186 4.094351 1.201612 0.0204 0.0365 0.0736
C -2.530080 4.839469 3.341391 0.0068 -0.1357 0.0303
C -0.048463 4.614236 3.206725 -0.0649 -0.0041 0.0363
N -0.778923 -1.106320 1.704987 -0.4032 -1.1295 0.4006
C -1.381097 -1.512081 0.789699 5.1635 3.2861 10.5234
C -2.507301 -3.049746 0.013732 -1.3583 -8.9885 6.7661
N -2.691152 -1.932804 -1.793973 -3.7358 -1.7147 -9.9874
C -2.800661 -0.526481 -0.227338 -3.1698 5.8360 2.1319
S -3.459312 0.819135 0.095433 -1.2302 2.4283 0.6223
C -3.679236 -2.159991 -2.805141 -1.1185 0.0516 0.4757
C -3.750893 -1.004498 -3.806214 0.2959 -0.0190 0.1166
C -5.035816 -2.200940 -2.045000 -0.0601 0.0200 0.0227
C -3.454359 -3.498277 -3.506518 0.1800 0.1640 0.1139
C 1.935574 -1.572180 2.838232 0.2289 0.0674 -0.2954
S 2.036816 -1.787698 1.108700 -0.6715 0.3783 0.0913
H 5.795364 -3.021113 2.200749 0.0054 -0.0009 0.0886
H 4.609332 -2.010498 1.377171 0.0537 -0.0236 -0.0277
H 4.133290 -3.591680 1.995166 0.0233 -0.0167 -0.0422
H 6.249656 -0.953621 3.615049 0.0093 -0.0016 -0.0008
H 4.991622 -0.347770 4.699566 0.0180 0.0243 0.0002
H 4.865558 -0.059838 2.958000 0.0068 0.0090 -0.0070
H 5.834464 -3.440738 4.439259 0.0124 0.0260 -0.0092
H 4.158886 -3.972261 4.602327 0.0093 -0.0157 -0.0001
H 4.796205 -2.675684 5.626842 0.0115 -0.0104 0.0083
H 3.100216 -1.548462 5.868668 0.0577 -0.0051 -0.0384
H 0.494513 -0.834480 5.632288 0.0213 0.0106 0.0300
H -1.330760 -1.781688 3.729292 -0.0278 0.0933 0.1233
H -2.662075 0.086382 4.851360 -0.0532 0.0124 -0.0146
H -3.180601 2.734250 4.490811 0.0404 0.0447 0.0084
H -2.360251 3.497353 0.883234 -0.0229 0.0526 -0.0489
H -0.606163 3.703956 0.731015 -0.0260 -0.0182 -0.0355
H -1.650236 5.125118 0.878208 -0.0114 0.0170 0.0286
H -3.497545 4.471349 2.997048 -0.0265 0.0250 0.0289
H -2.433139 5.876492 3.025648 0.0148 -0.0019 -0.0197
H -2.497635 4.820841 4.430916 -0.0204 0.0280 0.0071
H 0.784681 4.047112 2.799273 0.0263 0.0375 -0.0094
H 0.006569 4.587663 4.296106 -0.0064 0.0246 0.0102
H 0.042242 5.650342 2.880197 -0.0106 0.0115 0.0030
H -2.153458 -3.384476 1.078987 -0.4883 1.4078 -1.1678
H -2.893977 -4.021998 -0.249607 -0.5436 0.5727 -1.9427
H -3.677198 -0.049857 -3.283615 -0.0290 0.0009 -0.0155
H -4.708072 -1.049531 -4.324516 0.0417 -0.0118 -0.1005
H -2.941813 -1.067205 -4.534975 0.0017 0.0459 -0.0181
H -5.355353 -1.193975 -1.776153 0.0449 0.0013 0.0199
H -4.967524 -2.793426 -1.134036 0.0141 -0.0657 -0.0488
H -5.790859 -2.646564 -2.692835 0.0086 0.0467 -0.0498
H -2.460580 -3.524442 -3.957228 -0.0193 -0.0350 -0.0440
H -4.204830 -3.610201 -4.288534 0.0276 -0.0745 -0.0366
H -3.545175 -4.327620 -2.804795 0.0050 -0.0062 -0.0145
S -0.789373 1.232169 -4.375654 0.1799 0.1398 0.0940
C -1.535458 2.280220 -3.254333 -0.0009 0.0361 -0.1078
C -1.064132 2.104953 -1.989247 0.0496 0.1026 0.2204
C -0.076393 1.081768 -1.881092 -0.3537 -0.5901 0.6268
C 0.180618 0.543237 -3.123756 -0.0052 0.2926 -0.1503
C 1.015780 -0.620273 -3.332115 -0.0777 0.0363 -0.1093
C 0.995670 -1.399227 -4.495245 0.0055 0.0151 0.0324
C 1.633207 -2.621294 -4.492481 0.0752 0.0502 0.0503
C 2.330943 -3.017433 -3.353647 0.0445 -0.0436 -0.0462
C 2.370089 -2.157364 -2.276277 0.0736 0.0863 -0.0024
N 1.719545 -0.987282 -2.255615 0.1767 -0.3923 0.0315
H -2.292524 2.970148 -3.592333 0.0332 0.0595 0.0227
H -1.429123 2.680822 -1.152755 -0.0059 -0.0446 0.0268
H 0.442023 -1.057847 -5.359695 -0.0295 -0.0316 0.0004
H 1.582267 -3.269061 -5.357442 0.0251 0.0204 -0.0229
H 2.835827 -3.971419 -3.306136 0.0390 0.0145 -0.0072
H 2.931629 -2.406162 -1.382579 -0.0325 -0.0207 0.0227
C 6.372714 3.160098 -1.706009 -0.0469 0.0184 0.0849
C 5.093138 2.488099 -1.308390 -0.0386 -0.0382 -0.0202
C 3.855081 3.019927 -1.651788 0.0637 0.0036 0.0232
C 2.696800 2.370686 -1.270504 -0.0578 0.0823 0.0305
N 2.706927 1.228815 -0.580735 -0.4830 -0.2573 0.1315
C 3.887675 0.716295 -0.230238 0.1086 0.0264 0.0040
C 5.088072 1.311208 -0.565549 -0.0078 0.0663 -0.0254
H 6.238129 3.759888 -2.604072 0.0253 -0.0039 -0.0114
H 7.162148 2.430341 -1.877427 0.0129 0.0115 -0.0168
H 6.702281 3.825960 -0.905787 0.0272 0.0080 -0.0136
H 3.793012 3.939320 -2.218931 -0.0425 -0.0058 -0.0135
H 1.725017 2.770473 -1.527473 -0.0022 -0.0230 -0.0068
H 3.854801 -0.205391 0.334285 -0.0290 0.0120 -0.0005
H 6.018968 0.856325 -0.252104 -0.0102 -0.0443 -0.0124
Cl -2.072493 -1.738316 -0.503179 -6.5350 -5.1598 -2.6674
C -0.746679 -1.615052 -1.070522 13.0395 2.6650 -9.2906
H -0.860551 -1.747216 -2.446870 0.0521 0.8812 3.0514
H 0.127057 -2.260315 -1.080187 -0.7529 -1.2886 1.0410
```
Positions in Å, forces in eV/Å.

Results of the Löwdin charge analysis, in e, for atoms 1 through 6: number 1, Ir, carries 1.02; number 2, C, carries -0.08; number 3, C, carries -0.53; number 4, C, carries -0.01; number 5, C, carries -0.03; number 6, N, carries 0.01



(3)
Formula: C19H43F6N2O20P3
Source: the OMol25 dataset
Level of theory: wB97M-V/def2-TZVPD

Calculated values
- Kohn-Sham gap (Eh) = 0.267

Geometry as XYZ:
```
93
Properties=species:S:1:pos:R:3:forces:R:3
C 20.482780 23.507270 -15.739880 1.6577 -1.5615 -1.0972
N 19.393400 23.510280 -16.739480 6.4776 -0.2203 6.1308
O 18.268600 23.928820 -16.457280 -1.1475 1.0988 5.9180
O 19.705920 22.914800 -17.793000 2.9274 -7.7454 6.3116
H 20.546340 22.465480 -15.425640 0.2159 0.9464 -0.8329
H 20.237100 24.188210 -14.924990 1.5907 -2.1593 -2.9812
H 21.423910 23.704250 -16.253280 -0.8448 -2.3706 3.0515
C 17.916700 21.111920 -13.737080 -0.2593 1.0747 0.5064
N 18.375440 22.544700 -13.924080 -1.2900 -1.4395 3.7158
O 19.561060 22.723790 -14.160990 -2.8104 -1.2034 5.7099
O 17.521390 23.396810 -13.778020 0.6992 0.2339 -0.3232
H 18.014220 20.682520 -14.734180 -1.1912 -0.0705 2.0077
H 16.863110 21.155090 -13.461060 0.4487 0.0479 0.1047
H 18.542030 20.593710 -13.010090 0.0332 0.2527 -0.0650
C 17.772260 28.591390 -11.984570 -0.7415 1.9103 -0.6903
O 18.660740 27.674150 -11.425150 1.0163 -1.2240 0.0317
P 18.968660 26.287690 -12.167320 0.4493 -1.7310 -0.4342
O 19.984600 25.372060 -11.557440 -1.4381 1.7383 -0.4715
O 17.493340 25.606070 -12.252540 1.8060 0.5961 -0.5033
C 16.965740 24.872010 -11.149740 -1.2280 0.4426 0.0115
O 19.359150 26.733450 -13.690170 -1.7026 0.1892 1.6830
C 19.918260 25.762090 -14.573980 -1.0848 0.6460 3.1739
H 17.583150 28.420840 -13.044400 -0.0819 -0.1826 0.0974
H 18.170670 29.602140 -11.896510 0.6954 -0.0780 -0.1670
H 16.835630 28.751290 -11.450470 -0.1906 -1.0655 0.2179
H 16.031040 25.410030 -10.991700 -0.0925 -0.1817 0.7399
H 17.570250 24.836410 -10.243430 0.2286 0.2250 -0.2555
H 16.662920 23.862160 -11.426510 0.4865 -0.0265 -0.3432
H 19.424900 25.607150 -15.533510 -0.8369 1.0249 0.4236
H 19.914590 24.764760 -14.134170 -1.1246 1.9840 2.4404
H 20.952540 26.027520 -14.792840 -3.4949 0.1457 4.7724
C 18.938740 24.329450 -18.362290 -4.2548 5.2499 -8.6509
O 18.233240 24.998520 -19.424540 -1.8709 0.8882 -1.5899
P 16.689320 24.698900 -19.844500 0.7888 -1.0908 -1.5968
O 16.049740 23.496990 -19.232300 0.7340 1.3856 -0.4494
O 15.961120 26.102800 -19.569600 0.1841 -1.0951 -0.4346
C 15.490120 26.326680 -18.247940 -0.2188 1.0901 0.9903
O 16.750470 24.625960 -21.529520 1.3383 0.6335 3.5027
C 15.719140 24.026060 -22.295080 -0.2162 1.1819 0.0354
H 18.250520 23.643050 -17.869020 -2.3331 2.7943 -4.5982
H 19.205090 25.017650 -17.560070 0.7110 1.0631 -2.0875
H 19.780030 23.747400 -18.738520 0.8770 3.5104 -4.0399
H 15.927610 25.720770 -17.454490 0.1746 -0.4586 -0.3711
H 14.405070 26.263300 -18.165790 0.0236 -0.3250 -0.3591
H 15.746890 27.353860 -17.988960 0.0547 0.0893 -0.1436
H 16.017740 23.047230 -22.670360 -0.2770 -0.0999 0.4205
H 15.629570 24.712990 -23.136630 -0.2671 -0.2523 -0.2356
H 14.804420 24.102940 -21.707310 -0.2318 -0.7700 -0.3435
C 14.108700 20.912040 -14.252900 -1.4024 0.0281 1.6768
O 14.404700 20.416180 -15.515350 1.9068 -0.4709 -1.7117
P 15.933150 20.123880 -15.928290 1.4684 0.3689 -1.8286
O 16.742050 19.297600 -14.977020 -1.8662 -0.0691 -1.7426
O 15.874030 19.531670 -17.458580 -0.3690 0.1025 2.1677
C 15.251610 20.219120 -18.565110 0.3319 0.5479 0.1726
O 16.613110 21.576740 -16.184850 -3.5531 -0.2953 0.5965
C 18.005770 21.804700 -16.321690 -8.6116 1.0396 -0.0574
H 14.561390 20.359240 -13.429750 0.6359 0.0045 -0.1865
H 13.051930 20.691000 -14.103000 -0.1575 0.3078 -0.1132
H 14.253660 21.986100 -14.136710 0.2856 -0.0262 -0.2430
H 15.225810 21.298280 -18.413930 -0.0545 0.0116 0.2182
H 14.243110 19.842310 -18.735500 0.1626 -0.1368 0.0076
H 15.910460 20.070110 -19.420560 -0.2356 -0.2828 -0.0211
H 18.275580 22.494450 -15.521970 -0.6563 -2.0564 -1.8223
H 18.192020 22.406650 -17.211110 -2.2822 -3.6016 -0.1622
H 18.580540 20.878740 -16.302990 -10.6653 2.7155 -0.1415
C 22.289470 29.774990 -18.559350 -0.2002 -0.6639 -0.8747
C 21.035800 28.937670 -18.422350 0.2492 0.7219 -0.4335
O 21.268680 27.817870 -17.592570 0.4151 -3.0940 0.5196
C 21.707540 26.613010 -18.103510 0.7437 2.7697 -2.3458
O 21.996660 26.351500 -19.252480 -0.8023 0.5874 1.5626
C 21.982910 25.580100 -17.053850 1.4988 0.2988 0.1165
F 21.554300 25.964850 -15.855020 5.1060 0.6010 -5.6916
F 21.319910 24.487880 -17.347380 2.0625 3.6042 -6.5050
F 23.272010 25.226200 -16.921590 -0.2805 0.5241 -0.4638
H 23.049140 29.248180 -19.136830 0.1121 -0.0494 0.1183
H 22.683570 30.040390 -17.578360 -0.1047 0.3333 -0.2060
H 21.950900 30.598900 -19.187550 0.4389 0.5198 0.3625
H 20.617430 28.622190 -19.378140 0.0961 -0.0073 -0.0107
H 20.329480 29.586260 -17.904140 -0.3606 -0.5405 0.1172
C 19.563570 20.439140 -16.066480 12.2528 -5.7904 1.5693
C 21.073960 20.368780 -15.909620 1.6085 -0.6524 -1.4709
O 21.454200 19.736740 -14.724980 2.6315 -0.9069 3.2310
C 22.813730 19.567830 -14.383410 0.7591 1.1850 -3.5663
O 23.804020 19.813240 -15.113890 -4.0143 -0.6747 2.7957
C 22.968590 18.908370 -12.974800 0.1399 -0.0483 -2.2576
F 21.853450 18.430680 -12.529840 -1.8701 -0.4793 0.7332
F 23.786190 17.879490 -13.149100 0.8807 -0.4119 0.1971
F 23.451700 19.745480 -12.104450 0.7666 0.9117 0.8348
H 19.268430 19.420260 -16.317250 -0.6329 0.0456 0.0731
H 19.236260 21.102680 -16.866900 6.3820 -1.1683 -2.5888
H 19.155510 20.760650 -15.108250 2.5349 -0.9013 -0.5574
H 21.508730 21.368070 -15.931680 0.3010 -0.4761 -0.2715
H 21.530440 19.732430 -16.667750 -0.0402 0.4839 -0.7287
```
Positions in Å, forces in eV/Å.

Results of the Löwdin charge analysis, in e, for atoms 1 through 6: number 1, C, carries 0.00; number 2, N, carries -0.43; number 3, O, carries -0.07; number 4, O, carries 0.02; number 5, H, carries 0.08; number 6, H, carries 0.02